Below is a 4-piece molecular cluster, C25H45BO9 overall at a distorted geometry, with properties calculated with ωB97M-V/def2-TZVPD.

```
80
Properties=species:S:1:pos:R:3:lowdin_charge:R:1
C -3.7814 -0.3098 3.7724 -0.114
O -3.1222 -1.5479 3.6763 -0.185
C -2.1481 -1.7242 4.6848 -0.248
C -0.8104 -1.1174 4.2776 -0.169
C -0.2975 -1.8126 3.0003 -0.185
C 1.2390 -1.8787 2.9744 -0.185
C 1.8253 -0.6629 2.2086 -0.188
C 2.2354 -1.0839 0.7721 -0.164
B 2.1738 0.2202 -0.1017 -0.120
C 3.4364 1.1636 -0.1673 -0.158
C 3.0974 2.6426 0.0513 -0.201
C 4.1794 3.6395 -0.3933 -0.157
C 5.6052 3.2533 -0.0532 -0.167
O 6.0217 3.8096 1.2104 0.001
C 5.6843 3.0677 2.2734 -0.570
C 5.3044 3.8843 3.4824 0.028
O 5.6991 1.8866 2.3086 0.123
H -4.1674 -0.0094 2.8065 0.083
H -3.1265 0.4578 4.1743 0.079
H -4.6315 -0.3674 4.4570 0.085
H -1.9987 -2.7941 4.7752 0.116
H -2.5078 -1.3314 5.6383 0.119
H -0.0805 -1.2036 5.0738 0.107
H -0.9680 -0.0588 4.0898 0.104
H -0.5992 -1.1953 2.1638 0.106
H -0.7691 -2.7787 2.8559 0.102
H 1.6588 -1.9093 3.9728 0.098
H 1.5310 -2.7562 2.4171 0.075
H 2.6501 -0.2254 2.7561 0.108
H 1.0620 0.1113 2.1133 0.099
H 3.2742 -1.4076 0.8199 0.103
H 1.6347 -1.8925 0.3657 0.068
H 1.1492 0.4918 -0.6618 0.077
H 4.0667 0.8547 0.6663 0.083
H 4.0155 0.9903 -1.0716 0.116
H 2.2161 2.8602 -0.5489 0.093
H 2.7987 2.8573 1.0712 0.111
H 4.0762 3.9058 -1.4347 0.112
H 3.9918 4.5654 0.1452 0.117
H 5.8070 2.1929 -0.1123 0.109
H 6.2531 3.7201 -0.7843 0.120
H 4.2263 3.9707 3.5159 0.088
H 5.7434 4.8707 3.3701 0.082
H 5.7262 3.4356 4.3673 0.082
O -0.1420 4.1313 -2.0156 0.117
C -0.8554 3.1716 -2.0202 -0.486
O -1.2911 2.5713 -0.8820 0.016
C -2.0355 1.3839 -1.2091 -0.158
C -2.5038 1.5878 -2.6415 -0.159
C -1.3714 2.4208 -3.2320 -0.067
H -1.3727 0.5213 -1.1081 0.115
H -2.8643 1.2743 -0.5129 0.122
H -2.6879 0.6527 -3.1689 0.114
H -3.4280 2.1672 -2.6527 0.111
H -0.5657 1.7980 -3.6243 0.132
H -1.7190 3.1117 -3.9959 0.121
O 0.8169 -3.9916 0.2679 0.120
C 0.7307 -5.1698 0.4537 -0.470
O 0.3314 -6.0434 -0.5028 0.030
C 0.2239 -7.3662 0.0509 -0.156
C 1.1157 -7.3572 1.2837 -0.155
C 0.9941 -5.9094 1.7514 -0.075
H -0.8236 -7.5533 0.2969 0.126
H 0.5447 -8.0914 -0.6933 0.124
H 0.8227 -8.0925 2.0307 0.116
H 2.1475 -7.5641 0.9957 0.119
H 0.1413 -5.7626 2.4160 0.131
H 1.9032 -5.5473 2.2233 0.125
O -4.0259 3.9678 -5.9615 0.126
C -4.7411 3.0109 -5.9696 -0.486
O -5.1901 2.4152 -4.8334 0.010
C -5.9342 1.2288 -5.1619 -0.158
C -6.3901 1.4271 -6.5999 -0.156
C -5.2485 2.2556 -7.1828 -0.074
H -5.2748 0.3648 -5.0505 0.124
H -6.7669 1.1276 -4.4698 0.125
H -6.5736 0.4912 -7.1244 0.116
H -7.3129 2.0089 -6.6185 0.118
H -4.4420 1.6292 -7.5663 0.132
H -5.5853 2.9450 -7.9514 0.125
```

Summary:
energy: -45758.1959 eV
energy relative to the best compared isomer or geometry (same formula, charge and spin): 52.1 kJ/mol
Kohn-Sham gap: 10.048 eV
structure (SMILES): COCCCCCCBCCCCOC(C)=O.O=C1CCCO1.O=C1CCCO1.O=C1CCCO1

Below is the molecule C6H15N at a distorted geometry, with properties calculated with ωB97M-V/def2-TZVPD.

```
22
Properties=species:S:1:pos:R:3:lowdin_charge:R:1
C -0.0011 -0.6631 0.0791 -0.206
C -1.3458 -0.0357 0.4289 -0.411
C -1.8778 -0.8485 1.6708 -0.102
C -2.3723 -0.2551 -0.6816 -0.088
C 0.9437 0.2887 -0.6920 -0.247
N 2.1271 0.5971 0.1479 -0.115
C 3.1043 1.2681 -0.7237 -0.162
H -0.1055 -1.5996 -0.4497 0.105
H 0.5033 -1.1274 0.9497 0.109
H -1.2252 0.9354 0.9228 0.140
H -2.9340 -0.6237 1.8375 0.068
H -1.3463 -0.5568 2.5700 0.063
H -1.5968 -1.9186 1.7153 0.081
H -3.3212 0.1118 -0.2453 0.075
H -2.6547 -1.2164 -1.1041 0.080
H -2.0476 0.3574 -1.5387 0.077
H 1.0778 -0.1599 -1.6811 0.110
H 0.3896 1.2355 -0.7615 0.112
H 2.5653 -0.2858 0.3957 0.092
H 2.7037 2.2265 -1.0502 0.071
H 3.4102 0.7160 -1.6269 0.075
H 4.0032 1.5542 -0.1630 0.073
```

Summary:
energy: -7954.1731 eV
energy relative to the best compared isomer or geometry (same formula, charge and spin): 153.7 kJ/mol
Kohn-Sham gap: 10.416 eV
structure (SMILES): CNCCC(C)C

Below is C31H29AlBr2ClN3OP as an isolated structure, with properties calculated with ωB97M-V/def2-TZVPD.

```
69
Properties=species:S:1:pos:R:3:lowdin_charge:R:1
Al 0.3432 -0.8986 -0.0816 0.090
Cl 2.7469 -1.1193 -0.5900 0.922
C 3.3893 0.5552 -0.5389 -0.533
C 4.7514 0.6981 -0.4057 -0.062
C 5.2580 1.9951 -0.4166 -0.012
C 4.4116 3.0866 -0.5561 -0.019
C 3.0434 2.9006 -0.6882 -0.037
C 2.5038 1.6128 -0.6877 -0.381
P 0.7492 1.3146 -0.9085 1.058
C 0.3966 1.1833 -2.6626 -0.358
C 1.4219 1.3016 -3.6000 -0.053
C 1.1395 1.1401 -4.9492 -0.031
C -0.1539 0.8566 -5.3597 -0.024
C -1.1780 0.7319 -4.4259 -0.039
C -0.9072 0.8874 -3.0786 -0.096
C -0.1599 2.6642 -0.1540 -0.380
C -0.1167 2.8171 1.2349 -0.118
C -0.7939 3.8593 1.8410 -0.050
C -1.5224 4.7549 1.0611 -0.028
C -1.5580 4.6142 -0.3171 -0.028
C -0.8749 3.5710 -0.9326 -0.054
H 5.4030 -0.1593 -0.3125 0.126
H 6.3250 2.1442 -0.3193 0.133
H 4.8205 4.0874 -0.5679 0.131
H 2.3881 3.7563 -0.7978 0.128
H 2.4334 1.5333 -3.2917 0.113
H 1.9313 1.2425 -5.6785 0.126
H -0.3694 0.7344 -6.4126 0.127
H -2.1870 0.5189 -4.7518 0.122
H -1.7166 0.8030 -2.3611 0.098
H 0.4911 2.1516 1.8446 0.096
H -0.7470 3.9932 2.9135 0.119
H -2.0503 5.5723 1.5335 0.127
H -2.1097 5.3223 -0.9205 0.127
H -0.8989 3.4751 -2.0102 0.116
Br 0.1084 -5.5784 -1.4613 0.899
C -1.2543 -4.3512 -1.1216 -0.594
C -2.6084 -4.7537 -1.2622 -0.120
C -3.6412 -3.8902 -1.0328 -0.614
Br -5.4098 -4.4631 -1.2528 0.898
C -3.3675 -2.5496 -0.6266 -0.161
C -4.3252 -1.5548 -0.3636 0.040
C -3.9271 -0.2887 0.0136 0.005
C -2.5699 -0.0055 0.1384 -0.082
N -1.6329 -0.9236 -0.0919 0.056
C -2.0179 -2.1823 -0.4832 -0.119
C -0.9504 -3.0709 -0.7469 -0.333
O 0.2959 -2.5697 -0.6108 -0.123
H -2.8122 -5.7701 -1.5706 0.115
H -5.3766 -1.7913 -0.4685 0.106
H -4.6515 0.4890 0.2075 0.129
H -2.2328 0.9859 0.4209 0.116
N 0.4101 -2.4343 4.5533 0.081
C 1.5570 -2.7944 3.6421 -0.059
C 1.1638 -2.5658 2.1962 -0.135
N 0.7330 -1.1539 1.9334 -0.051
C -0.3954 -0.8187 2.8491 -0.135
C -0.0447 -1.0181 4.3136 -0.063
H 0.6918 -2.5486 5.5312 0.200
H -0.3679 -3.0850 4.4097 0.197
H 1.8107 -3.8388 3.8167 0.158
H 2.3992 -2.1746 3.9522 0.152
H 0.3430 -3.2186 1.8943 0.143
H 2.0095 -2.8154 1.5587 0.122
H 1.5219 -0.5429 2.1594 0.144
H -1.2442 -1.4418 2.5609 0.139
H -0.6904 0.2206 2.7011 0.125
H -0.9046 -0.8266 4.9534 0.156
H 0.7767 -0.3765 4.6350 0.151
```

Summary:
energy: -207608.7512 eV
energy relative to the best compared isomer or geometry (same formula, charge and spin): 0.0 kJ/mol
charge: +3
Kohn-Sham gap: 7.259 eV

Below is an isolated ion of composition C10H19N2S and charge +1 at a distorted geometry, with properties calculated with ωB97M-V/def2-TZVPD.

```
32
Properties=species:S:1:pos:R:3:lowdin_charge:R:1
C -2.0683 1.3435 0.1513 -0.490
C 0.3114 0.7183 -0.3658 -0.398
C -3.1259 1.9964 0.7346 0.032
C -1.8369 -0.2252 -0.0659 -0.501
C -3.0102 -0.7165 -0.9813 0.014
C -1.9891 -0.9944 1.2178 -0.038
C 3.4621 0.3078 1.1664 -0.036
C 0.0422 -1.6812 -0.9724 0.044
C 2.0964 2.1229 -0.6531 -0.120
C 2.5989 -0.1305 0.0569 -0.223
N -0.4377 -0.3633 -0.4729 -0.059
N 1.6722 0.8071 -0.4083 -0.133
S -0.6560 2.2418 -0.4051 1.114
H -3.1601 3.0943 0.9070 0.087
H -3.9398 1.4460 1.1258 0.056
H -3.0806 -1.7430 -0.8271 0.059
H -2.7991 -0.6446 -2.0480 0.103
H -3.8358 -0.1117 -0.6980 0.077
H -1.8208 -2.0760 0.9240 0.099
H -3.1200 -0.9848 1.5412 0.135
H -1.4727 -0.6702 2.1626 0.112
H 2.8990 0.3248 2.0356 0.072
H 4.0031 -0.5426 1.4343 0.086
H 3.8835 1.2634 1.1205 0.076
H -0.7759 -2.3588 -0.8166 0.088
H 0.9786 -1.9095 -0.4949 0.071
H 0.2834 -1.7127 -2.0394 0.117
H 2.0679 2.7389 0.2845 0.127
H 3.1043 2.2256 -0.8763 0.082
H 1.6208 2.5368 -1.5818 0.110
H 3.2164 -0.4740 -0.7385 0.138
H 1.9468 -0.9008 0.4179 0.103
```

Summary:
energy: -24485.1847 eV
energy relative to the best compared isomer or geometry (same formula, charge and spin): 70.3 kJ/mol
charge: +1
Kohn-Sham gap: 9.330 eV

Below is the molecule C5H7N at a distorted geometry, with properties calculated with ωB97M-V/def2-TZVPD.

```
13
Properties=species:S:1:pos:R:3:lowdin_charge:R:1
C 1.1575 -0.5846 -0.0413 -0.143
C 1.0696 0.6422 0.8013 -0.027
C -0.2007 1.0887 0.3569 -0.302
C -0.1417 -0.1074 -0.7293 -0.231
C -1.4277 -0.6346 -0.1688 -0.203
N -1.1059 0.1177 1.0625 0.091
H 1.1347 -1.5582 0.4646 0.113
H 2.0298 -0.5601 -0.7056 0.110
H 1.8966 1.2181 1.2194 0.102
H -0.5140 2.1360 0.2788 0.138
H -0.0501 0.2060 -1.7631 0.125
H -1.5503 -1.7164 -0.0341 0.105
H -2.2977 -0.2474 -0.7414 0.122
```

Summary:
energy: -6782.9603 eV
energy relative to the best compared isomer or geometry (same formula, charge and spin): 535.7 kJ/mol
Kohn-Sham gap (alpha / beta): 9.357 / 7.824 eV

Below is a 2-piece molecular cluster, C2H2Br3OP overall at a distorted geometry, with properties calculated with ωB97M-V/def2-TZVPD.

```
9
Properties=species:S:1:pos:R:3:lowdin_charge:R:1
C -0.9397 1.1827 0.7515 -0.844
C 0.1660 0.0782 -0.8527 -0.421
O -1.9603 0.9453 1.2974 -0.020
P -0.2581 -1.5520 -0.1698 0.183
Br -0.0644 2.7874 1.0056 0.773
Br 1.3291 -2.8188 -1.3351 0.101
Br 0.7582 -1.5633 1.8537 0.185
H 1.0478 0.7174 -0.6515 0.018
H -0.0786 0.2230 -1.8992 0.025
```

Summary:
energy: -223568.7633 eV
energy relative to the best compared isomer or geometry (same formula, charge and spin): 206.3 kJ/mol
Kohn-Sham gap: 8.442 eV

Below is C34H47N4O3PSr as an isolated structure at a distorted geometry, with properties calculated with ωB97M-V/def2-TZVPD.

```
90
Properties=species:S:1:pos:R:3:lowdin_charge:R:1
Sr 0.1119 -0.4206 -0.8528 1.502
C -0.7473 4.2995 0.7263 -0.039
C -0.8490 3.8061 -0.6958 -0.272
C -1.8231 2.8888 -1.0743 -0.071
C -1.9178 2.4503 -2.3956 -0.107
C -1.0415 2.9323 -3.3523 -0.102
C -0.0674 3.8509 -2.9835 -0.076
C 0.0254 4.2814 -1.6719 -0.046
H -0.9861 5.3634 0.7882 0.083
H 0.2666 4.1669 1.1117 0.064
H -1.4350 3.7621 1.3822 0.068
H -2.5402 2.5451 -0.3359 0.090
H -2.7007 1.7518 -2.6746 0.093
H -1.1039 2.5915 -4.3785 0.109
H 0.6357 4.2142 -3.7219 0.113
H 0.7965 4.9921 -1.3921 0.115
N -0.8126 -0.7091 -3.0796 -0.097
C -0.0513 -1.8822 -3.6257 -0.148
C 1.4478 -1.6184 -3.3755 -0.594
O 2.2089 -1.5660 -4.3371 0.023
N 1.7389 -1.4260 -2.0661 -0.182
C 2.8658 -0.4726 -1.8404 -0.151
C 2.0286 0.8205 -1.7455 -0.759
O 1.5891 1.1011 -0.5524 -0.384
O 1.5983 1.3429 -2.7836 0.019
H -0.3479 0.1311 -3.4425 0.064
H -1.7607 -0.7045 -3.4390 0.077
H -0.3772 -2.7948 -3.1251 0.086
H -0.1799 -1.9981 -4.6986 0.113
H 3.3775 -0.6579 -0.8972 0.074
H 3.5633 -0.4390 -2.6749 0.114
C 2.6003 -2.4025 1.5712 -0.017
C 2.2284 -1.3685 2.6103 -0.200
C 3.1571 -0.9572 3.5632 -0.040
C 2.8265 -0.0230 4.5293 -0.087
C 1.5639 0.5558 4.5248 -0.062
C 0.6166 0.1840 3.5847 -0.223
C -0.7390 0.8489 3.5322 -0.019
C 0.9581 -0.8096 2.6645 -0.215
N -0.0369 -1.2278 1.7204 0.085
C -0.9053 -2.0810 2.0629 -0.242
C -0.9444 -2.7926 3.3869 0.002
C -2.0180 -2.4358 1.0626 -0.245
C -3.0491 -3.4350 1.5100 -0.002
N -2.0257 -1.8406 -0.0482 0.070
C -2.9858 -2.1309 -1.0649 -0.225
C -2.8820 -3.3008 -1.8196 -0.225
C -1.8565 -4.3670 -1.5147 -0.035
C -3.7608 -3.4697 -2.8854 -0.041
C -4.7213 -2.5173 -3.1831 -0.072
C -4.8188 -1.3733 -2.4035 -0.044
C -3.9566 -1.1636 -1.3366 -0.215
C -4.0992 0.0496 -0.4498 -0.030
H 2.5370 -3.4131 1.9847 0.088
H 3.6249 -2.2463 1.2361 0.087
H 1.9599 -2.3659 0.6905 0.052
H 4.1536 -1.3833 3.5364 0.118
H 3.5565 0.2717 5.2729 0.107
H 1.3154 1.3245 5.2477 0.115
H -0.7580 1.7258 4.1769 0.082
H -1.5391 0.1765 3.8589 0.078
H -0.9763 1.1644 2.5151 0.073
H -0.1109 -2.4978 4.0146 0.088
H -0.9057 -3.8736 3.2324 0.095
H -1.8758 -2.5768 3.9166 0.093
H -3.5261 -3.0941 2.4318 0.093
H -2.5899 -4.4029 1.7226 0.094
H -3.8131 -3.5672 0.7494 0.088
H -2.2749 -5.1294 -0.8504 0.085
H -0.9652 -3.9635 -1.0342 0.077
H -1.5465 -4.8705 -2.4299 0.086
H -3.6792 -4.3653 -3.4917 0.117
H -5.3955 -2.6691 -4.0160 0.105
H -5.5727 -0.6257 -2.6250 0.115
H -4.5696 0.8736 -0.9855 0.083
H -3.1350 0.3842 -0.0704 0.053
H -4.7222 -0.1810 0.4194 0.091
C 5.4937 2.7870 1.4355 -0.333
P 3.9905 2.0734 0.6185 0.838
C 2.7701 2.5708 1.8945 -0.299
C 3.7500 3.4421 -0.5937 -0.287
H 5.3380 3.8215 1.7599 0.030
H 6.3280 2.7616 0.7307 0.025
H 5.7720 2.1837 2.3042 0.022
H 2.8747 3.6277 2.1576 0.041
H 2.9348 1.9645 2.7878 0.009
H 1.7636 2.3727 1.5250 0.010
H 3.6038 4.3959 -0.0757 0.037
H 2.8886 3.2439 -1.2350 0.010
H 4.6366 3.5152 -1.2257 0.037
```

Summary:
energy: -58250.7386 eV
Kohn-Sham gap: 6.469 eV

Below is a 2-piece molecular cluster, C11H23N2O2 overall at a distorted geometry, with properties calculated with ωB97M-V/def2-TZVPD.

```
38
Properties=species:S:1:pos:R:3:lowdin_charge:R:1
C -2.8036 0.1648 1.9210 0.019
C 3.2349 1.1461 -0.6584 0.101
C -3.1034 0.8440 0.8117 -0.104
C 1.9232 1.2262 -0.3904 -0.322
C 0.4334 3.1901 -0.1178 -0.068
C 1.4398 -2.4008 2.2925 -0.062
C -3.1211 0.0036 -0.4962 -0.269
C 0.9936 2.1858 -1.0722 -0.215
C 1.1337 0.1609 0.4810 -0.077
C 0.7317 -2.2900 1.0019 -0.189
C 1.3288 -1.5979 -1.2234 -0.079
N -2.0369 -1.1909 -2.1420 0.035
N 1.1243 -1.2004 0.0423 -0.044
O 1.4590 -0.7314 -2.1643 0.146
O -1.9015 -0.5373 -0.8745 -0.246
H -2.9685 0.6224 2.8136 0.024
H -2.5541 -0.9224 1.8727 0.083
H 3.7962 0.2559 -0.2504 0.109
H 3.7310 1.7988 -1.3780 0.094
H -3.3380 1.9260 0.7194 0.113
H 1.0395 4.0395 -0.1911 0.071
H 0.4574 2.8192 0.8669 0.064
H -0.5749 3.5349 -0.1897 0.079
H 2.5289 -2.4069 2.1998 0.100
H 1.1695 -1.6308 2.9858 0.080
H 1.1200 -3.4164 2.3941 0.088
H -3.6641 0.5681 -1.2568 0.114
H -3.6598 -0.9620 -0.3619 0.126
H 1.6516 2.7890 -1.7748 0.146
H 0.2718 1.6293 -1.5782 0.095
H 0.1767 0.5751 0.6754 0.105
H 1.6947 0.1954 1.4722 0.162
H -0.4157 -2.0083 1.1446 0.169
H 0.9303 -3.1606 0.4418 0.096
H 1.3155 -2.7087 -1.4575 0.195
H -2.5835 -2.1250 -2.1275 0.131
H -2.5739 -0.5507 -2.6634 0.051
H 1.6138 0.1650 -1.7685 0.077
```

Summary:
energy: -18843.5474 eV
energy relative to the best compared isomer or geometry (same formula, charge and spin): 473.0 kJ/mol
charge: +1
Kohn-Sham gap: 9.621 eV